{"formula": "C7H16Cl", "method": "ωB97M-V with the def2-TZVPD basis set", "elements": ["Cl", "H", "C", "H", "H", "C", "C", "C", "C", "C", "C", "H", "H", "H", "H", "H", "H", "H", "H", "H", "H", "H", "H", "H"], "coordinates": [[-3.291, 2.946, -0.910], [-1.914, 2.712, -0.713], [-0.741, 2.232, -0.541], [-0.281, 2.280, -1.529], [-0.295, 2.886, 0.209], [-0.928, 0.820, -0.042], [0.318, -0.047, 0.178], [1.096, -0.203, -1.134], [2.381, -1.002, -0.991], [-0.130, -1.425, 0.715], [-0.853, -1.340, 2.049], [-1.501, 0.861, 0.890], [-1.561, 0.299, -0.776], [0.976, 0.425, 0.927], [0.434, -0.696, -1.860], [1.325, 0.793, -1.528], [2.942, -0.964, -1.928], [3.016, -0.592, -0.199], [2.180, -2.052, -0.765], [-0.801, -1.863, -0.040], [0.743, -2.082, 0.808], [-1.030, -2.348, 2.432], [-0.261, -0.793, 2.791], [-1.825, -0.846, 1.956]], "mulliken_charge": [-0.322, 0.162, -1.026, 0.508, 0.408, -0.781, 0.527, -0.573, -1.305, -0.580, -1.314, 0.332, 0.365, 0.337, 0.277, 0.320, 0.407, 0.314, 0.311, 0.282, 0.317, 0.404, 0.311, 0.318], "multiplicity": 2, "energy_ev": -20039.2949, "lumo_ev": [1.09, -1.91], "e_above_lowest_ev": 0.5163}